DFT (ωB97M-V/def2-TZVPD) results for the molecule CH6BNO5S at a distorted geometry.

The value obtained for the HOMO energy is -10.526 eV. For the relative energy (zero: lowest compared OMol25 entry of this formula, charge and spin), the calculation gives 0.0 kcal/mol. As for the charge: 0. The value obtained for the HOMO-LUMO gap is 10.80 eV. For the LUMO energy, the calculation gives 0.0102 Eh.

Each line ends with the Mulliken charge.
Positions of all 15 atoms, in Å:
B1 -1.72941 0.74930 -1.02666  0.5632
C1 2.39313 0.06992 0.50599  -0.7617
N1 1.31259 -0.94663 0.78006  -0.3325
O1 -0.33712 -0.09447 2.38768  -0.6093
O2 -0.89646 -1.73840 0.62753  -0.7810
O3 -2.34358 -0.37977 -1.49538  -0.5218
O4 -1.97295 1.96875 -1.35859  -0.3669
O5 -0.80574 0.65876 0.00717  -0.3415
S1 -0.27367 -0.49790 0.99819  1.2854
H1 1.94344 0.99987 0.27945  0.2516
H2 3.01264 0.37010 1.28321  0.2928
H3 3.01569 -0.36522 -0.25575  0.3242
H4 1.33668 -1.78589 0.18392  0.3335
H5 -1.89120 -1.10315 -1.05156  0.3479
H6 -2.76404 2.09471 -1.86525  0.3164

Atoms 1-3, force components in eV/Å:
B -0.4 -3.4 0.7
C -1.6 -1.5 -0.7
N 0.5 1.4 -0.9